1.
This record from the Open Molecules 2025 dataset describes an isolated molecule of C20H30N2O5S. The level of theory is the ωB97M-V functional and the def2-TZVPD basis.

```
! wB97M-V def2-TZVPD RIJCOSX def2/J DEFGRID3
* xyz 0 1
C -4.022 -3.079 2.067
H -3.118 -2.848 2.639
H -4.633 -3.785 2.628
H -3.742 -3.524 1.107
O -4.829 -1.938 1.892
C -4.308 -0.878 1.218
C -3.027 -0.831 0.676
C -2.609 0.301 0.008
C -3.425 1.420 -0.129
C -4.710 1.368 0.414
C -5.139 0.234 1.073
H -6.130 0.189 1.494
H -5.380 2.208 0.329
O -2.880 2.469 -0.781
C -3.658 3.630 -0.968
H -3.020 4.320 -1.516
H -3.943 4.079 -0.011
H -4.557 3.420 -1.557
S -0.970 0.413 -0.712
O -1.097 0.645 -2.122
O -0.190 1.342 0.056
N -0.379 -1.137 -0.411
C 0.953 -1.190 0.145
H 1.002 -0.424 0.920
C 2.022 -0.943 -0.928
C 3.391 -1.097 -0.279
O 3.726 -2.181 0.173
N 4.211 -0.025 -0.230
C 3.886 1.322 -0.641
H 3.380 1.314 -1.609
C 3.044 2.099 0.384
H 3.238 3.163 0.236
H 1.980 1.931 0.211
C 3.355 1.719 1.834
C 4.849 1.623 2.163
C 5.416 0.222 1.928
C 5.482 -0.180 0.454
H 6.231 0.422 -0.069
H 5.763 -1.233 0.384
H 4.795 -0.504 2.456
H 6.426 0.162 2.339
H 4.992 1.865 3.219
H 5.410 2.359 1.583
H 2.887 0.760 2.064
H 2.886 2.466 2.476
H 4.840 1.837 -0.788
H 1.849 0.049 -1.342
C 1.856 -1.996 -2.031
C 0.444 -1.935 -2.605
C -0.593 -2.081 -1.491
H -1.596 -1.900 -1.881
H -0.549 -3.088 -1.062
H 0.300 -2.728 -3.341
H 0.284 -0.973 -3.093
H 2.590 -1.822 -2.822
H 2.053 -2.981 -1.601
H 1.109 -2.175 0.597
H -2.334 -1.651 0.759
*
```

Properties
- calculated total energy (a.u.) = -1663.9867
- energy above the lowest of the compared OMol25 structures with the same formula, charge and spin (kcal/mol) = 54.9
- F_max (eV/Å) = 1.15
- SMILES string = COc1ccc(OC)c(S(=O)(=O)N2CCC[C@H](C(=O)N3CCCCCC3)C2)c1
- LUMO (Eh) = 0.0250

=====

2.
This record from the Open Molecules 2025 dataset describes a structure of composition C23H28I2N6O5Yb. The level of theory is the ωB97M-V functional and the def2-TZVPD basis.

```
! wB97M-V def2-TZVPD RIJCOSX def2/J DEFGRID3
* xyz 1 2
Yb 2.849 -0.490 -0.227
I 6.863 -1.533 -0.515
C 6.134 -0.775 1.491
C 6.641 -1.268 2.717
C 5.816 -1.334 3.831
I 6.691 -2.092 5.625
C 4.513 -0.819 3.846
C 3.696 -0.727 4.972
C 2.677 0.164 4.949
C 2.235 0.733 3.704
N 2.905 0.576 2.555
C 4.115 -0.075 2.737
C 4.952 0.097 1.520
O 4.668 0.871 0.553
H 7.683 -1.554 2.723
H 3.837 -1.348 5.846
H 2.129 0.332 5.874
H 1.334 1.388 3.702
O 3.347 0.405 -2.257
N 2.877 1.452 -2.749
N 2.174 2.181 -1.853
O 1.926 1.778 -0.614
C 1.692 3.321 -2.400
C 2.190 3.604 -3.734
C 1.802 4.775 -4.349
C 0.881 5.661 -3.716
C 0.401 5.398 -2.377
C 0.842 4.241 -1.759
H 2.870 2.957 -4.267
H 2.183 5.088 -5.339
H 0.467 6.526 -4.210
H -0.291 6.120 -1.965
H 0.570 3.937 -0.757
N -1.019 -2.028 1.818
C 0.128 -2.952 1.582
C 1.175 -2.173 0.754
O 2.318 -2.666 0.581
O 0.808 -1.025 0.249
H -1.381 -2.208 2.742
H -2.097 -1.577 0.054
H -0.580 -1.083 1.913
H -0.281 -3.735 0.898
H 0.685 -3.380 2.377
C -4.926 -2.590 0.727
C -4.489 -2.670 -0.757
N -4.429 -1.291 -1.332
C -5.559 -0.891 -2.181
C -6.925 -1.425 -1.740
C -3.267 -0.560 -1.320
C -3.333 0.678 -2.093
N -2.189 -0.900 -0.665
H -4.594 -3.509 1.269
H -6.008 -2.683 0.739
H -4.639 -1.664 1.250
H -5.220 -3.129 -1.367
H -3.550 -3.202 -0.880
H -5.376 -1.269 -3.171
H -5.620 0.211 -2.368
H -6.962 -2.502 -1.964
H -7.701 -1.065 -2.405
H -7.203 -1.222 -0.724
H -3.773 0.635 -3.118
H -2.296 1.097 -2.161
H -3.941 1.389 -1.550
H -1.423 -0.201 -0.714
*
```

Properties
- calculated total energy (a.u.) = -3351.7934
- energy above the lowest of the compared OMol25 structures with the same formula, charge and spin (kcal/mol) = 50.4
- F_max (eV/Å) = 4.87
- LUMO (spin up / spin down) (Eh) = -0.0931 / -0.1263

=====

3.
This record from the Open Molecules 2025 dataset describes a cluster of 7 separate species, C57H93N10O6 in total. The level of theory is the ωB97M-V functional and the def2-TZVPD basis.

```
! wB97M-V def2-TZVPD RIJCOSX def2/J DEFGRID3
* xyz 7 1
N -1.245 0.342 0.767
O -1.614 1.392 1.339
O -2.056 -0.305 0.130
O -0.052 0.046 0.596
C 0.455 5.783 -2.476
C 0.204 6.182 -0.994
C -0.190 4.922 -0.197
C 1.004 3.991 0.216
C 2.058 4.792 0.921
C 2.566 6.007 0.072
N 1.440 6.829 -0.474
O 1.705 8.044 -0.842
C 3.480 5.509 -1.045
C 3.402 6.847 1.062
C -1.004 7.123 -0.924
H 0.877 4.796 -2.663
H 0.962 6.566 -3.041
H -0.494 5.740 -3.014
H -0.896 4.184 -0.578
H -0.607 5.229 0.765
H 1.324 3.591 -0.752
H 0.594 3.075 0.644
H 2.920 4.163 1.147
H 1.722 5.142 1.898
H 2.969 4.928 -1.812
H 4.142 4.804 -0.541
H 4.074 6.314 -1.476
H 2.611 7.281 1.676
H 3.873 7.664 0.515
H 4.122 6.353 1.710
H -1.978 6.637 -0.913
H -0.988 7.886 -1.701
H -0.960 7.601 0.056
C -1.464 -3.918 6.090
C -1.600 -2.398 6.049
C -0.722 -1.833 4.885
C -1.311 -1.965 3.453
C -2.603 -1.222 3.495
C -3.675 -1.827 4.435
N -3.044 -2.024 5.786
O -3.811 -2.319 6.794
C -4.134 -3.184 3.919
C -4.788 -0.783 4.509
C -1.090 -1.760 7.328
H -1.952 -4.407 6.933
H -0.405 -4.161 6.173
H -1.796 -4.387 5.165
H 0.279 -2.262 4.951
H -0.452 -0.790 5.061
H -1.563 -3.010 3.256
H -0.700 -1.653 2.606
H -2.984 -1.049 2.488
H -2.317 -0.221 3.828
H -3.367 -3.957 3.965
H -4.447 -3.204 2.876
H -4.959 -3.604 4.496
H -5.151 -0.519 3.518
H -4.216 0.045 4.929
H -5.582 -1.121 5.173
H -1.538 -2.115 8.257
H -1.312 -0.691 7.380
H -0.012 -1.764 7.485
C -1.611 -6.430 -2.731
C -1.445 -6.565 -1.272
C -0.063 -6.077 -0.656
C 0.264 -4.550 -0.764
C -0.922 -3.835 -0.050
C -2.382 -4.241 -0.448
N -2.481 -5.739 -0.535
O -3.702 -6.176 -0.416
C -2.788 -3.501 -1.773
C -3.263 -3.741 0.672
C -1.554 -7.962 -0.686
H -1.194 -7.287 -3.262
H -1.196 -5.533 -3.188
H -2.661 -6.559 -3.002
H 0.711 -6.601 -1.219
H 0.048 -6.397 0.379
H 0.227 -4.240 -1.809
H 1.182 -4.255 -0.257
H -0.743 -2.759 -0.030
H -0.738 -4.097 0.994
H -3.614 -3.981 -2.299
H -1.967 -3.524 -2.492
H -3.070 -2.455 -1.653
H -2.776 -3.988 1.615
H -4.319 -3.928 0.483
H -3.212 -2.655 0.781
H -2.488 -8.427 -1.003
H -1.664 -7.931 0.398
H -0.743 -8.673 -0.838
C 8.037 6.133 -4.429
N 7.171 5.032 -4.006
C 6.913 4.789 -2.683
C 6.167 3.662 -2.390
C 5.461 2.996 -3.411
C 5.683 3.334 -4.750
C 6.538 4.356 -5.022
C 4.580 1.801 -2.970
C 3.930 1.708 -1.721
C 3.011 0.678 -1.483
N 2.802 -0.288 -2.388
C 3.370 -0.258 -3.618
C 4.251 0.804 -3.902
C 1.949 -1.476 -2.101
H 7.409 7.011 -4.258
H 8.151 6.141 -5.511
H 8.900 6.280 -3.783
H 7.447 5.442 -2.008
H 6.120 3.392 -1.345
H 5.245 2.758 -5.552
H 6.809 4.575 -6.045
H 4.001 2.519 -1.011
H 2.350 0.671 -0.627
H 3.021 -0.981 -4.340
H 4.639 0.818 -4.910
H 1.477 -1.878 -2.995
H 1.188 -1.195 -1.370
H 2.511 -2.238 -1.562
C -1.719 2.021 -1.862
N -2.611 1.030 -2.580
C -2.039 0.178 -3.457
C -2.860 -0.696 -4.189
C -4.231 -0.783 -3.915
C -4.726 -0.011 -2.870
C -3.933 0.950 -2.231
C -4.998 -1.899 -4.480
C -6.385 -1.865 -4.774
C -7.007 -2.921 -5.463
N -6.292 -4.010 -5.850
C -4.972 -4.091 -5.605
C -4.368 -3.079 -4.863
C -6.964 -5.062 -6.662
H -1.597 2.887 -2.512
H -0.838 1.510 -1.475
H -2.255 2.308 -0.957
H -0.977 0.348 -3.547
H -2.385 -1.290 -4.956
H -5.758 -0.075 -2.557
H -4.164 1.752 -1.546
H -6.908 -0.945 -4.553
H -8.064 -2.895 -5.684
H -4.504 -5.004 -5.944
H -3.338 -3.218 -4.566
H -8.021 -5.170 -6.426
H -6.432 -5.959 -6.351
H -6.804 -4.747 -7.692
C 6.104 1.305 6.401
C 5.340 0.056 5.966
N 4.027 0.529 5.560
C 2.907 0.738 6.367
C 1.839 1.077 5.547
N 2.321 1.065 4.256
C 3.652 0.715 4.279
C 1.732 1.648 3.064
H 7.043 0.978 6.846
H 5.540 1.906 7.114
H 6.381 1.980 5.591
H 5.237 -0.686 6.757
H 5.720 -0.442 5.075
H 2.991 0.735 7.443
H 0.791 1.249 5.733
H 4.275 0.678 3.400
H 1.320 0.893 2.390
H 2.446 2.253 2.507
H 0.811 2.222 3.169
*
```

Properties
- calculated total energy (a.u.) = -3223.3898
- F_max (eV/Å) = 7.86
- LUMO (Eh) = -0.5969

=====

4.
This record from the Open Molecules 2025 dataset describes a cluster of 2 separate species, C3H9NS2 in total. The level of theory is the ωB97M-V functional and the def2-TZVPD basis.

```
! wB97M-V def2-TZVPD RIJCOSX def2/J DEFGRID3
* xyz 0 1
S -0.651 3.005 -1.266
S 1.221 -2.290 1.013
C 1.074 -1.067 -0.326
C -0.342 -0.744 -0.783
C -0.998 0.307 0.113
N -0.991 0.114 1.550
H 2.551 -2.412 0.976
H 1.665 -1.424 -1.179
H 1.648 -0.184 0.004
H -0.921 -1.663 -0.922
H -0.291 -0.207 -1.737
H -2.024 0.480 -0.275
H -0.603 1.291 -0.261
H -1.119 1.003 2.024
H -1.745 -0.531 1.735
*
```

Properties
- calculated total energy (a.u.) = -970.6731
- energy above the lowest of the compared OMol25 structures with the same formula, charge and spin (kcal/mol) = 99.5
- F_max (eV/Å) = 2.53
- LUMO (Eh) = -0.1197